# 1
23
Properties=species:S:1:pos:R:3:mulliken_charge:R:1 method="wB97M-V/def2-TZVPD" e_above_lowest_kcal_mol=112.89 multiplicity=1 charge=0
C -0.992 2.706 0.988 0.648
C -1.992 2.709 0.222 -0.907
C -0.071 -0.433 0.045 0.277
C 0.724 0.550 2.336 -0.776
C 1.174 1.974 2.098 -0.243
C 0.880 -0.092 0.954 0.365
C 0.244 -2.894 -2.662 -1.036
C -0.326 -1.499 -2.173 -0.404
O -1.370 -0.407 0.257 -0.501
O 0.054 2.823 1.725 -0.479
O 0.519 -1.085 -1.089 -0.321
F 2.157 -0.228 0.545 -0.344
H -2.954 2.572 0.295 0.407
H -1.983 0.119 -0.417 0.361
H 1.427 -0.001 2.852 0.411
H -0.302 0.467 2.656 0.340
H 1.501 2.393 2.974 0.294
H 1.937 2.164 1.269 0.296
H -0.549 -3.439 -3.130 0.362
H 1.101 -2.736 -3.276 0.291
H 0.415 -3.366 -1.658 0.266
H -1.323 -1.456 -1.823 0.324
H -0.268 -0.840 -2.988 0.367

# 2
55
Properties=species:S:1:pos:R:3:mulliken_spin:R:1 method="wB97M-V/def2-TZVPD" e_tot_ha=-31604.83348 multiplicity=2 charge=-1
Br 11.433 18.158 -1.810 0.001
C 12.668 17.542 -0.474 -0.001
C 12.290 16.126 0.007 -0.011
Br 10.642 16.295 1.055 0.001
H 12.647 18.289 0.320 0.000
H 13.701 17.670 -0.798 0.000
H 13.029 15.731 0.704 0.016
H 12.054 15.469 -0.830 -0.001
Br 12.760 12.094 4.864 0.007
C 11.214 12.884 3.875 -0.006
C 10.316 13.676 4.860 0.002
Br 8.639 14.347 4.052 0.001
H 10.711 12.132 3.267 0.000
H 11.620 13.532 3.099 0.010
H 10.847 14.516 5.308 0.000
H 10.049 12.888 5.565 -0.001
Br 14.452 19.524 8.787 0.003
C 15.912 20.318 7.593 -0.005
C 15.848 19.674 6.234 0.001
Br 17.350 20.349 5.047 0.006
H 16.876 20.095 8.050 0.002
H 15.773 21.386 7.431 0.000
H 14.926 20.009 5.756 0.001
H 16.035 18.609 6.369 0.006
Br 12.322 15.276 7.421 -0.002
C 14.055 14.690 8.096 0.001
C 14.092 15.148 9.560 -0.002
Br 15.685 14.209 10.313 0.002
H 14.821 15.148 7.470 0.014
H 14.124 13.622 7.888 -0.004
H 13.192 14.766 10.043 0.000
H 14.199 16.217 9.739 0.002
Br 16.753 14.799 1.348 0.007
C 16.774 13.352 2.671 -0.024
C 16.166 12.100 1.860 0.003
Br 17.416 11.376 0.611 0.001
H 16.089 13.616 3.477 0.028
H 17.824 13.280 2.953 -0.002
H 15.235 12.392 1.374 0.000
H 15.976 11.303 2.579 0.000
Br 13.318 20.610 2.312 0.002
C 11.858 21.713 3.088 -0.001
C 11.010 20.950 4.064 0.001
Br 12.003 20.504 5.702 0.008
H 11.238 21.804 2.196 0.000
H 12.165 22.718 3.378 0.000
H 10.570 20.035 3.667 -0.001
H 10.140 21.520 4.393 0.000
C 13.086 17.192 4.267 0.026
N 14.281 16.369 3.842 0.507
O 15.397 16.759 4.043 0.236
O 13.916 15.271 3.447 0.167
H 12.979 17.149 5.351 -0.002
H 12.167 16.842 3.797 0.017
H 13.222 18.265 4.134 -0.016

# 3
10
Properties=species:S:1:pos:R:3:mulliken_charge:R:1 method="wB97M-V/def2-TZVPD" e_above_lowest_kcal_mol=29.39 multiplicity=1 smiles="CC#CC(=O)O" charge=0
C -2.930 0.005 0.009 -1.034
C -1.484 -0.138 -0.069 0.730
C -0.280 -0.041 0.096 -0.486
C 1.246 -0.124 0.011 0.531
H -3.151 0.558 0.980 0.262
H -3.412 -0.994 -0.156 0.283
H -3.403 0.593 -0.784 0.308
H 0.995 1.700 -0.092 0.342
O 1.772 1.120 -0.020 -0.438
O 1.935 -1.129 -0.008 -0.498

# 4
16
Properties=species:S:1:pos:R:3:mulliken_charge:R:1 method="wB97M-V/def2-TZVPD" e_above_lowest_kcal_mol=147.23 multiplicity=1 charge=0
C 1.919 -0.338 0.895 -1.187
C 1.281 0.530 -0.140 0.355
C 0.201 0.136 -1.057 -0.437
C -1.644 -0.766 -0.833 -1.299
C 0.033 1.230 0.051 -0.237
C -0.827 1.000 1.213 0.053
N -1.451 0.819 2.172 -0.467
H 1.195 -0.837 1.563 0.368
H 2.552 -1.102 0.433 0.316
H 2.561 0.279 1.534 0.325
H -0.037 -0.935 -0.800 0.250
H 0.123 0.347 -2.118 0.399
H -1.696 -1.534 -1.606 0.419
H -1.842 -1.146 0.168 0.383
H -2.248 0.104 -1.076 0.408
H -0.121 2.212 -0.399 0.351

# 5
8
Properties=species:S:1:pos:R:3:mulliken_charge:R:1 method="wB97M-V/def2-TZVPD" e_above_lowest_kcal_mol=54.71 multiplicity=1 charge=0
B 0.296 -0.150 -0.259 -0.079
C 0.935 0.918 0.590 -0.501
C -0.973 -0.812 -0.183 -0.375
H 0.621 -0.296 -1.334 -0.089
H -1.536 -1.040 -1.031 0.284
H 1.873 1.251 0.330 0.320
H 0.251 1.540 1.212 0.236
H -1.468 -1.411 0.675 0.203

# 6
12
Properties=species:S:1:pos:R:3:mulliken_charge:R:1 method="wB97M-V/def2-TZVPD" e_above_lowest_kcal_mol=45.92 multiplicity=1 charge=-1
C 0.179 -1.268 0.372 -0.002
C 0.202 -2.507 0.869 -0.402
C -1.851 -3.765 2.142 0.655
C 0.743 -0.188 -0.552 -0.493
C -0.417 0.088 0.340 -0.473
O -1.528 -3.566 3.239 -0.382
O -2.385 -4.127 1.208 -0.335
Cl 1.665 -3.449 0.281 -0.361
H 1.787 0.325 -0.432 0.155
H 0.683 -0.156 -1.610 0.210
H -1.380 0.239 -0.012 0.275
H -0.091 0.905 1.041 0.153

# 7
8
Properties=species:S:1:pos:R:3:mulliken_charge:R:1 method="wB97M-V/def2-TZVPD" e_above_lowest_kcal_mol=57.91 multiplicity=1 charge=0
N -0.129 0.665 -0.366 0.730
N 0.304 -0.639 0.917 0.017
N -0.373 0.075 -1.364 -0.553
O -0.155 1.825 -0.067 -0.631
O 1.072 -1.568 0.508 -0.458
H -0.652 -0.845 1.046 0.302
H 0.515 0.111 1.649 0.324
H -0.582 0.377 -2.322 0.269

# 8
21
Properties=species:S:1:pos:R:3:mulliken_charge:R:1 method="wB97M-V/def2-TZVPD" e_above_lowest_kcal_mol=35.43 multiplicity=1 smiles="C=C.O.O.O.O.O" charge=0
C 0.227 0.336 -3.126 -0.304
C 1.352 1.046 -3.092 -0.518
H -0.138 -0.051 -2.170 0.074
H -0.412 0.199 -3.991 0.244
H 2.026 1.089 -2.257 0.301
H 1.700 1.342 -4.084 0.222
H -1.443 -2.468 0.040 0.326
H -0.620 -3.245 1.016 0.309
O -0.512 -2.554 0.343 -0.677
H -3.012 -0.010 -1.515 0.311
H -3.039 -0.106 0.032 0.320
O -2.966 -0.608 -0.774 -0.624
H 2.649 1.163 1.258 0.307
H 2.316 2.601 0.711 0.309
O 3.002 1.980 0.918 -0.627
H -1.577 0.375 4.381 0.319
H -0.591 0.103 3.347 0.339
O -0.683 0.616 4.173 -0.604
H 0.023 -0.810 1.076 0.386
H 1.233 -0.767 1.990 0.308
O 0.466 -0.231 1.725 -0.720